# C55H43FGeNP3Rh

C55H43FGeNP3Rh as an isolated structure at a distorted geometry (ωB97M-V with the def2-TZVPD basis set, OMol25).

Positions of all 105 atoms, in Å:
Rh  -0.257  -0.464  0.763
F  -0.188  0.570  -3.953
Ge  -0.010  0.196  -2.215
C  -1.038  -1.523  -2.434
C  -0.734  -2.194  -3.605
C  -1.269  -3.457  -3.827
C  -2.081  -4.051  -2.870
C  -2.408  -3.373  -1.709
C  -1.921  -2.080  -1.498
P  -2.397  -1.132  -0.037
C  -3.729  -2.044  0.791
C  -3.643  -2.496  2.102
C  -4.715  -3.169  2.671
C  -5.866  -3.391  1.932
C  -5.956  -2.936  0.621
C  -4.897  -2.255  0.050
C  -3.336  0.320  -0.620
C  -3.922  1.087  0.393
C  -4.803  2.106  0.072
C  -5.091  2.377  -1.262
C  -4.495  1.630  -2.268
C  -3.615  0.600  -1.954
C  1.974  0.130  -2.166
C  2.648  0.741  -3.217
C  4.020  0.944  -3.145
C  4.718  0.582  -2.003
C  4.063  -0.050  -0.956
C  2.697  -0.320  -1.051
P  1.862  -1.357  0.181
C  1.656  -2.987  -0.569
C  1.887  -3.249  -1.917
C  1.801  -4.553  -2.379
C  1.473  -5.586  -1.511
C  1.226  -5.322  -0.168
C  1.305  -4.026  0.304
C  3.079  -1.670  1.489
C  3.028  -1.009  2.711
C  4.030  -1.206  3.650
C  5.086  -2.061  3.369
C  5.138  -2.726  2.151
C  4.137  -2.543  1.212
C  -0.254  2.174  -1.771
C  -0.941  2.970  -2.753
C  -1.604  4.080  -2.401
C  -1.500  4.617  -0.994
C  0.858  4.035  -0.526
C  0.515  2.664  -0.743
P  0.260  1.806  0.888
C  1.647  2.050  2.008
C  1.361  1.945  3.376
C  2.378  2.089  4.304
C  3.680  2.321  3.872
C  3.964  2.413  2.517
C  2.952  2.269  1.578
C  -0.753  3.401  1.117
C  -1.668  3.558  0.047
C  -0.048  5.182  -0.855
C  -0.116  6.220  0.242
C  -0.233  5.813  1.513
C  -0.160  4.413  1.841
H  -0.092  -1.737  -4.347
H  -1.032  -3.980  -4.744
H  -2.473  -5.046  -3.037
H  -3.048  -3.839  -0.973
H  -2.746  -2.318  2.680
H  -4.655  -3.518  3.693
H  -6.702  -3.915  2.377
H  -6.855  -3.106  0.044
H  -4.975  -1.893  -0.968
H  -3.705  0.858  1.432
H  -5.271  2.683  0.860
H  -5.792  3.162  -1.514
H  -4.737  1.828  -3.304
H  -3.189  0.001  -2.750
H  2.098  1.059  -4.094
H  4.541  1.403  -3.976
H  5.781  0.773  -1.929
H  4.618  -0.344  -0.076
H  2.174  -2.454  -2.591
H  2.003  -4.760  -3.421
H  1.418  -6.601  -1.880
H  0.982  -6.131  0.509
H  1.128  -3.813  1.352
H  2.205  -0.343  2.929
H  3.984  -0.694  4.602
H  5.870  -2.212  4.099
H  5.960  -3.393  1.929
H  4.182  -3.065  0.265
H  -1.028  2.583  -3.760
H  -2.175  4.647  -3.125
H  -2.229  5.424  -0.860
H  1.826  4.266  -0.092
H  0.339  1.771  3.701
H  2.159  2.021  5.361
H  4.475  2.428  4.598
H  4.977  2.599  2.187
H  3.178  2.328  0.519
H  -2.444  2.816  -0.107
H  0.268  5.655  -1.792
H  -0.127  7.269  -0.024
H  -0.233  6.531  2.324
H  0.384  4.148  2.740
N  -0.280  -1.767  3.623
C  -0.306  -1.195  2.624
H  -0.253  -2.204  4.529

Properties
**Frontier orbital gap (alpha / beta)**: 4.00 / 4.01 eV
**Molecular weight**: 1005.39 g/mol
**Highest occupied orbital energy (alpha / beta)**: -0.5509 / -0.5510 Eh
**Electronic energy**: -149301.7308 eV
**Net charge**: +3


# C55H44Cl2CrF2NO4S

C55H44Cl2CrF2NO4S as an isolated structure (ωB97M-V with the def2-TZVPD basis set, OMol25).

Positions of all 110 atoms, in Å:
Cr  -1.182  -0.882  -0.177
Cl  -0.272  -1.980  1.905
C  0.947  -3.039  2.623
C  0.806  -3.106  3.999
C  1.699  -3.855  4.747
C  2.715  -4.521  4.071
C  2.818  -4.433  2.697
Cl  4.149  -5.308  1.969
C  1.926  -3.698  1.856
S  2.035  -3.615  0.157
H  0.000  -2.559  4.472
H  1.605  -3.917  5.823
H  3.443  -5.113  4.612
C  1.196  5.000  -1.840
C  1.998  3.790  -1.344
C  3.471  4.124  -1.273
O  1.787  2.685  -2.213
C  0.818  1.778  -1.637
C  0.397  2.568  -0.362
O  1.552  3.360  -0.075
C  -0.329  2.020  0.935
O  -1.153  0.984  0.612
C  0.653  1.650  2.065
C  0.741  2.324  3.277
C  1.597  1.877  4.280
C  2.376  0.746  4.086
C  2.287  0.058  2.881
C  1.430  0.508  1.890
C  -1.214  3.208  1.415
C  -2.554  2.972  1.686
C  -3.394  3.996  2.110
C  -2.902  5.283  2.273
C  -1.563  5.534  1.997
C  -0.730  4.509  1.570
C  1.313  0.294  -1.718
O  0.601  -0.495  -0.881
C  2.820  0.122  -1.420
C  3.443  0.856  -0.418
C  4.752  0.603  -0.038
C  5.481  -0.398  -0.665
C  4.878  -1.135  -1.672
C  3.566  -0.873  -2.045
C  1.074  -0.150  -3.185
C  0.635  -1.447  -3.411
C  0.421  -1.920  -4.701
C  0.648  -1.094  -5.792
C  1.106  0.202  -5.577
C  1.326  0.666  -4.288
H  1.528  5.263  -2.845
H  1.355  5.852  -1.177
H  0.130  4.782  -1.882
H  3.809  4.474  -2.249
H  4.056  3.251  -0.994
H  3.626  4.916  -0.539
H  -0.054  1.802  -2.297
H  -0.346  3.259  -0.774
H  0.132  3.199  3.465
H  1.638  2.411  5.222
H  3.031  0.390  4.871
H  2.859  -0.848  2.718
H  1.308  -0.064  0.979
H  -2.920  1.969  1.516
H  -4.437  3.784  2.314
H  -3.552  6.083  2.606
H  -1.163  6.535  2.114
H  0.315  4.713  1.373
H  2.901  1.644  0.082
H  5.195  1.184  0.763
H  6.496  -0.616  -0.356
H  5.416  -1.942  -2.153
H  3.113  -1.488  -2.812
H  0.494  -2.087  -2.550
H  0.073  -2.936  -4.845
H  0.474  -1.454  -6.800
H  1.301  0.854  -6.421
H  1.698  1.673  -4.135
F  -1.579  -6.300  -1.061
C  -1.828  -5.025  -1.472
C  -1.403  -3.969  -0.700
C  -1.652  -2.659  -1.115
C  -2.341  -2.466  -2.333
C  -2.723  -3.573  -3.084
F  -3.359  -3.414  -4.287
C  -2.485  -4.867  -2.683
C  -2.629  -1.065  -2.695
C  -3.303  -0.621  -3.837
C  -3.509  0.730  -4.022
C  -3.075  1.633  -3.063
C  -2.424  1.135  -1.952
N  -2.191  -0.170  -1.789
H  -0.840  -4.180  0.203
H  -2.783  -5.710  -3.289
H  -3.640  -1.335  -4.568
H  -4.017  1.078  -4.914
H  -3.231  2.699  -3.162
H  -2.079  1.750  -1.133
C  -3.171  -1.051  0.703
C  -3.279  -1.636  2.060
C  -3.485  -3.014  2.223
C  -3.500  -3.609  3.473
C  -3.301  -2.846  4.621
C  -3.105  -1.478  4.483
C  -3.101  -0.885  3.227
H  -3.482  -0.004  0.689
H  -3.803  -1.622  0.017
H  -3.605  -3.626  1.336
H  -3.642  -4.681  3.552
H  -3.293  -3.312  5.599
H  -2.933  -0.864  5.360
H  -2.900  0.176  3.143

Properties
**Frontier orbital gap (alpha / beta)**: 5.54 / 5.55 eV
**Molecular weight**: 975.92 g/mol
**Highest occupied orbital energy (alpha / beta)**: -0.0557 / -0.0557 Eh
**Electronic energy**: -137168.3079 eV
**Net charge**: -2
**Multiplicity**: 4
**ΔE to the lowest compared entry with this formula, charge and spin**: 0.000 eV


# C55H44ClF6P4PtSi

C55H44ClF6P4PtSi as an isolated structure at a distorted geometry (ωB97M-V with the def2-TZVPD basis set, OMol25).

Positions of all 112 atoms, in Å:
Pt  -0.643  -0.333  -0.158
C  -0.430  5.423  -3.128
C  0.288  4.498  -3.870
C  0.616  3.267  -3.320
C  0.248  2.975  -2.008
C  -0.480  3.907  -1.266
C  -0.811  5.128  -1.825
P  0.657  1.423  -1.175
C  1.719  0.551  -2.441
C  0.920  -0.116  -3.581
C  1.485  -0.099  -4.976
C  2.914  0.263  -5.056
C  3.599  0.839  -4.025
C  3.003  1.085  -2.788
C  1.679  2.009  0.219
C  2.673  2.957  -0.039
C  3.467  3.444  0.985
C  3.246  3.016  2.286
C  2.222  2.119  2.552
C  1.427  1.600  1.532
Si  -0.023  0.450  1.959
C  -1.474  1.435  2.630
C  -1.375  2.241  3.767
C  -2.485  2.903  4.265
C  -3.716  2.774  3.634
C  -3.829  1.989  2.498
C  -2.706  1.336  1.988
P  -2.933  0.297  0.507
C  -3.777  1.275  -0.738
C  -4.372  0.624  -1.822
C  -4.963  1.370  -2.829
C  -4.942  2.757  -2.773
C  -4.311  3.404  -1.720
C  -3.712  2.669  -0.710
C  -3.998  -1.009  1.144
C  -3.408  -1.930  2.010
C  -4.114  -3.049  2.409
C  -5.414  -3.242  1.960
C  -6.019  -2.299  1.142
C  -5.320  -1.173  0.737
C  0.298  -1.074  3.002
C  -0.310  -1.299  4.236
C  -0.193  -2.533  4.864
C  0.533  -3.556  4.270
C  1.147  -3.353  3.040
C  1.026  -2.118  2.417
P  1.841  -1.726  0.857
C  2.406  -3.260  0.082
C  3.732  -3.427  -0.329
C  4.114  -4.597  -0.964
C  3.184  -5.597  -1.212
C  1.873  -5.441  -0.788
C  1.482  -4.274  -0.151
C  3.361  -0.860  1.341
C  4.193  -0.332  0.354
C  5.382  0.291  0.695
C  5.749  0.399  2.030
C  4.921  -0.114  3.017
C  3.726  -0.731  2.680
H  -0.699  6.373  -3.569
H  0.591  4.733  -4.882
H  1.168  2.551  -3.913
H  -0.772  3.669  -0.249
H  -1.366  5.855  -1.247
H  -0.160  -0.042  -3.529
H  0.898  0.536  -5.646
H  3.410  0.088  -6.005
H  4.622  1.153  -4.190
H  3.536  1.660  -2.037
H  2.809  3.336  -1.047
H  4.241  4.169  0.770
H  3.855  3.399  3.094
H  2.036  1.823  3.579
H  -0.421  2.349  4.270
H  -2.398  3.510  5.157
H  -4.588  3.279  4.026
H  -4.787  1.886  2.003
H  -4.365  -0.457  -1.877
H  -5.430  0.866  -3.665
H  -5.413  3.336  -3.557
H  -4.286  4.485  -1.682
H  -3.220  3.173  0.113
H  -2.384  -1.784  2.336
H  -3.647  -3.779  3.057
H  -5.963  -4.126  2.256
H  -7.040  -2.440  0.814
H  -5.802  -0.431  0.116
H  -0.880  -0.507  4.707
H  -0.674  -2.697  5.819
H  0.631  -4.512  4.767
H  1.722  -4.145  2.577
H  4.469  -2.662  -0.128
H  5.146  -4.731  -1.263
H  3.484  -6.494  -1.736
H  1.146  -6.221  -0.967
H  0.464  -4.158  0.168
H  3.903  -0.419  -0.687
H  6.028  0.690  -0.077
H  6.680  0.880  2.298
H  5.210  -0.038  4.057
H  3.090  -1.128  3.461
Cl  1.295  -1.748  -5.692
C  1.579  -0.979  -2.588
H  0.961  -1.527  -1.899
H  2.467  -1.511  -2.911
F  -1.408  -2.657  -0.183
P  -2.111  -2.981  -1.726
F  -3.507  -2.487  -1.130
F  -0.643  -3.312  -2.275
F  -2.726  -3.157  -3.163
F  -2.359  -4.469  -1.272
F  -1.761  -1.369  -2.071

Properties
**Frontier orbital gap (alpha / beta)**: 4.30 / 4.55 eV
**Molecular weight**: 1201.46 g/mol
**Highest occupied orbital energy (alpha / beta)**: -0.4603 / -0.4691 Eh
**Electronic energy**: -134849.3194 eV
**Net charge**: +2
**Multiplicity**: 2
**ΔE to the lowest compared entry with this formula, charge and spin**: 0.000 eV


# C55H44CoN6O2P

C55H44CoN6O2P as an isolated structure at a distorted geometry (ωB97M-V with the def2-TZVPD basis set, OMol25).

Positions of all 109 atoms, in Å:
Co  0.443  -0.672  0.144
C  -3.952  1.720  -1.288
N  -3.120  0.542  -1.120
C  -2.142  0.399  -0.203
N  -1.523  -0.751  -0.377
C  -2.116  -1.400  -1.428
C  -3.110  -0.575  -1.922
C  -4.072  -0.756  -3.023
C  -3.664  -0.711  -4.352
C  -4.591  -0.899  -5.365
C  -5.925  -1.130  -5.060
C  -6.337  -1.180  -3.736
C  -5.414  -0.989  -2.720
C  -1.724  -2.753  -1.854
C  -0.494  -3.299  -1.486
C  -0.092  -4.539  -1.948
C  -0.932  -5.279  -2.766
C  -2.190  -4.788  -3.077
C  -2.586  -3.540  -2.623
P  -1.807  1.555  1.168
C  -0.128  2.065  0.666
N  0.929  1.275  0.620
C  2.019  2.052  0.324
C  1.582  3.354  0.165
N  0.228  3.338  0.397
C  -0.684  4.460  0.260
C  2.320  4.590  -0.144
C  2.468  5.562  0.847
C  3.177  6.723  0.586
C  3.734  6.925  -0.669
C  3.589  5.961  -1.657
C  2.885  4.795  -1.399
C  3.397  1.538  0.260
C  3.659  0.215  -0.097
C  4.957  -0.257  -0.193
C  6.024  0.586  0.075
C  5.779  1.892  0.470
C  4.480  2.364  0.570
C  -1.255  0.272  2.355
N  -0.357  -0.655  2.075
C  -0.186  -1.436  3.183
C  -1.028  -0.963  4.171
N  -1.688  0.116  3.629
C  -2.678  0.940  4.300
C  -1.211  -1.393  5.565
C  -0.118  -1.427  6.431
C  -0.282  -1.815  7.750
C  -1.536  -2.180  8.222
C  -2.624  -2.172  7.361
C  -2.463  -1.780  6.041
C  0.731  -2.587  3.170
C  1.838  -2.595  2.317
C  2.713  -3.665  2.292
C  2.493  -4.755  3.122
C  1.388  -4.771  3.958
C  0.512  -3.698  3.986
H  -3.342  2.572  -1.585
H  -4.466  1.954  -0.356
H  -4.690  1.528  -2.060
H  -2.621  -0.534  -4.586
H  -4.275  -0.862  -6.399
H  -6.646  -1.277  -5.853
H  -7.374  -1.370  -3.491
H  -5.717  -1.039  -1.680
H  0.169  -2.743  -0.836
H  0.881  -4.927  -1.676
H  -0.609  -6.235  -3.156
H  -2.873  -5.377  -3.675
H  -3.575  -3.178  -2.860
H  -0.111  5.363  0.077
H  -1.267  4.590  1.171
H  -1.362  4.295  -0.576
H  2.039  5.385  1.827
H  3.297  7.466  1.364
H  4.286  7.833  -0.873
H  4.026  6.121  -2.633
H  2.772  4.039  -2.166
H  2.839  -0.440  -0.354
H  5.135  -1.283  -0.491
H  7.040  0.229  -0.027
H  6.604  2.552  0.705
H  4.308  3.377  0.903
H  -2.369  1.126  5.326
H  -3.650  0.450  4.310
H  -2.766  1.887  3.774
H  0.862  -1.147  6.065
H  0.571  -1.833  8.414
H  -1.663  -2.475  9.255
H  -3.598  -2.478  7.718
H  -3.312  -1.797  5.368
H  2.042  -1.729  1.696
H  3.572  -3.650  1.634
H  3.183  -5.588  3.116
H  1.197  -5.630  4.587
H  -0.359  -3.725  4.625
O  -0.160  1.213  -2.118
C  0.662  0.356  -2.451
O  1.073  -0.597  -1.670
C  1.259  0.346  -3.826
C  2.203  -0.618  -4.174
C  2.756  -0.624  -5.444
C  2.364  0.334  -6.370
C  1.428  1.298  -6.024
C  0.875  1.306  -4.754
H  2.486  -1.351  -3.433
H  3.489  -1.369  -5.724
H  2.786  0.332  -7.367
H  1.134  2.040  -6.756
H  0.146  2.052  -4.464

Properties
**Frontier orbital gap (alpha / beta)**: 7.88 / 8.12 eV
**Molecular weight**: 910.90 g/mol
**Highest occupied orbital energy (alpha / beta)**: -0.3773 / -0.3772 Eh
**Electronic energy**: -117699.4629 eV
**Net charge**: +1
**Multiplicity**: 2
**ΔE to the lowest compared entry with this formula, charge and spin**: 0.000 eV